Record 1
{"formula": "C4H5F5O2", "method": "ωB97M-V/def2-TZVPD", "symbols": ["F", "F", "O", "H", "F", "F", "H", "F", "C", "H", "O", "C", "C", "C", "H", "H"], "positions_angstrom": [[-2.0829, -1.4383, -0.9760], [-2.0569, 1.4339, -1.3592], [-0.2137, -0.3469, -0.0737], [0.9921, 0.8752, 0.6491], [-1.9961, -1.0721, 1.1137], [-3.6619, 0.3165, -0.5324], [2.3849, 1.1209, 1.5691], [-2.4950, 1.4748, 0.7232], [-2.3821, 0.6696, -0.2627], [1.5931, -1.5426, 1.0180], [2.3527, -1.2971, -0.7904], [-1.5224, -0.5606, -0.0726], [1.8574, -0.7633, 0.2832], [2.1237, 0.6979, 0.5808], [2.6361, -0.7582, -1.5322], [2.4712, 1.1904, -0.3381]], "forces_ev_per_a": [[1.9, 0.2, -0.3], [0.9, -1.0, 0.7], [-2.8, -0.6, -1.2], [1.1, 1.5, -0.2], [0.8, 0.1, 0.2], [0.4, -0.9, 0.2], [1.0, -0.6, -0.6], [1.1, 1.0, 2.3], [-2.8, 2.5, -3.3], [0.1, 0.8, -0.2], [1.2, -2.5, -2.9], [-2.0, -1.5, 0.7], [2.5, 0.9, 3.5], [-3.4, -0.7, 0.1], [-0.1, 0.6, 0.4], [0.2, 0.2, 0.7]], "multiplicity": 3, "s_squared": 2.01, "lumo_energy_ev": [0.703, -4.514], "total_energy_ha": -805.004770}

Record 2
{"formula": "C4H14N2OS", "method": "ωB97M-V/def2-TZVPD", "symbols": ["H", "H", "H", "H", "H", "H", "H", "H", "H", "C", "N", "C", "H", "S", "H", "N", "C", "H", "H", "H", "C", "O"], "positions_angstrom": [[-0.1006, -1.4747, 2.3137], [-0.2100, 1.3869, -0.7553], [-1.5212, -0.1387, 0.8603], [-1.2897, -1.2756, -0.5291], [-2.8566, 1.4252, -0.3410], [1.6041, 2.9721, 1.1651], [0.4646, 2.2106, 0.6702], [-2.1445, 2.3110, -1.5461], [1.1755, -2.8060, 0.6028], [0.5132, -0.7050, 0.5426], [0.4289, -0.6637, 1.9995], [-2.1965, 1.2814, -1.2054], [2.4864, -1.4058, -2.0009], [2.8065, -1.7271, -0.7391], [0.5134, -2.3163, -0.9360], [-0.9036, 0.6913, -0.9876], [-0.9089, -0.3938, -0.0073], [1.1355, 0.1128, 0.1922], [1.3464, -0.8015, 2.4202], [-2.7394, 0.7059, -1.9583], [1.0999, -1.9750, -0.0926], [1.2966, 2.5862, 0.3320]], "forces_ev_per_a": [[-0.2, 0.2, 0.0], [-0.1, -0.1, -0.2], [-0.3, -0.1, 0.0], [-0.4, -0.1, 0.3], [0.2, -0.6, 0.5], [0.5, 0.1, -0.3], [0.2, 0.0, -0.3], [0.5, 0.0, -0.6], [-0.1, 0.0, 0.2], [-0.8, 0.3, -0.7], [0.5, -0.5, 0.2], [-0.8, 0.4, -0.4], [-0.1, 0.1, 0.1], [0.0, -0.3, 0.1], [-0.2, 0.0, -0.1], [0.4, 0.0, 0.5], [0.5, 0.0, -0.2], [0.2, 0.1, 0.3], [0.0, 0.2, -0.2], [-0.2, 0.1, 0.1], [0.6, 0.1, -0.3], [-0.6, 0.0, 1.0]], "multiplicity": 1, "smiles": "CNC[C@@H](N)CS.O", "relative_energy_kj_mol": 82.1, "lumo_energy_ev": 0.826, "total_energy_ha": -743.702563}

Record 3
{"formula": "C45H66O36", "method": "ωB97M-V/def2-TZVPD", "symbols": ["H", "H", "O", "O", "O", "O", "H", "C", "O", "H", "C", "C", "H", "O", "O", "H", "C", "O", "H", "C", "H", "C", "C", "C", "H", "H", "H", "H", "C", "O", "H", "C", "C", "C", "H", "O", "H", "C", "O", "C", "H", "C", "C", "H", "H", "O", "H", "H", "C", "H", "O", "H", "H", "H", "O", "C", "C", "O", "H", "H", "H", "O", "O", "O", "C", "H", "H", "H", "H", "C", "H", "C", "H", "H", "H", "C", "O", "H", "H", "O", "C", "H", "C", "H", "C", "O", "C", "H", "H", "H", "H", "C", "H", "C", "H", "H", "C", "O", "H", "C", "H", "C", "O", "H", "O", "O", "H", "H", "H", "O", "H", "H", "C", "C", "C", "H", "O", "O", "H", "O", "C", "C", "H", "C", "H", "C", "O", "C", "C", "O", "C", "H", "O", "H", "H", "H", "H", "H", "H", "C", "C", "O", "O", "O", "H", "O", "C"], "positions_angstrom": [[-2.9446, -0.4337, -6.0559], [5.5685, -3.2344, -0.5407], [0.1809, -4.3089, 6.8900], [7.2201, 0.2884, -1.4367], [-4.4524, 3.3636, 4.4026], [-2.5437, -2.4382, -6.1077], [-1.0914, -1.2129, 1.6522], [2.4604, -0.0916, -4.5466], [5.3396, 3.5382, 3.7872], [-5.7531, 4.7884, 2.5015], [-5.2605, -2.7513, -0.8999], [-4.9116, 2.8689, 3.1198], [3.3326, 5.5509, 4.7136], [-2.5358, 3.0982, 5.4987], [-4.4609, -1.7307, -1.5252], [4.1649, -2.2978, -2.1385], [1.9581, 0.6128, -7.9122], [-0.7627, 2.8137, -2.3804], [-5.1779, 1.8176, 3.1730], [0.8638, -6.6349, -3.9260], [-6.8248, 3.7222, 3.4289], [3.0304, -1.2607, -6.4838], [1.8221, -3.8359, -1.9928], [-1.6598, -1.0426, -4.4592], [2.2185, -3.9974, -5.1298], [1.1122, -7.5044, -3.3129], [3.6607, -2.7293, 1.0524], [-2.4631, -1.0204, 8.5866], [4.6356, -2.2192, 1.1205], [-0.7565, 0.6917, 2.6437], [-2.0787, 0.3859, 4.8307], [-1.9929, -1.0893, 7.5994], [-2.8967, -0.3411, 6.6888], [-0.8088, 0.5596, 0.3003], [3.3192, -1.7488, 6.4981], [1.9723, -3.2598, -3.1817], [2.7557, -2.3003, -6.6596], [1.4815, -0.2140, 5.3435], [-0.6291, -1.9185, -5.0193], [4.0687, 3.9963, 3.3204], [-1.9290, -2.1526, 7.3810], [-2.4996, 4.3311, -2.1161], [1.7832, -5.4947, -3.5641], [-0.7134, -1.4154, -0.6469], [0.5539, -4.1419, -4.5980], [1.5609, -5.1425, -2.1438], [-5.9325, -2.5701, 1.1496], [-3.3003, 4.4619, -4.1541], [-3.5636, 2.9291, 2.2663], [2.3652, 0.1722, 4.8314], [4.1454, 2.3784, 0.1291], [2.8115, 1.1224, -0.8878], [3.6236, 1.7851, -2.9448], [1.4084, -1.9685, 4.1079], [0.8874, 4.2347, -2.2307], [5.3418, 2.6298, -0.4625], [-4.2085, -1.2937, -4.5845], [2.2417, -3.4608, 6.6603], [-4.2214, -0.3864, -3.9685], [1.2771, 1.4637, -7.9058], [1.4715, 0.1136, 6.3767], [-6.0081, -0.9088, 5.3834], [6.3498, 2.8199, 0.1064], [2.4691, 0.3444, -3.4845], [0.3494, 1.3289, 2.1623], [-1.4886, 1.3839, 0.0712], [5.2337, -2.7009, 1.8891], [-0.1509, -6.3527, -3.6269], [3.9873, -1.0126, -6.9473], [-6.0390, 3.7521, 2.6771], [-2.0041, -1.3706, 5.0210], [3.8104, 2.5371, -2.1837], [-4.7153, -3.5948, -0.5056], [-3.4937, 1.9742, 1.7582], [1.8235, 0.1116, -8.8745], [6.3958, -0.4636, -1.2062], [1.7103, 0.4344, -5.5605], [0.8668, -6.9660, -4.9600], [3.4716, -1.2289, -0.9278], [5.2127, 2.5557, -1.8230], [1.5932, -4.1323, -4.2541], [-6.1175, -2.9570, -1.5403], [-3.3643, 4.9856, -3.1996], [-2.6440, 2.5719, -3.2702], [4.4130, -1.5794, -1.3594], [-2.5587, 3.1070, 3.2459], [-2.6340, -0.4843, 5.1746], [0.5828, -0.3707, -1.0501], [3.5117, -2.7587, 5.0958], [4.2291, 4.8788, 2.7159], [2.8471, -5.7823, -3.5710], [1.7864, -0.3558, -6.7637], [-2.4004, -0.0339, 1.6984], [-3.1014, 3.1611, 4.5055], [0.5804, 0.1231, 4.8339], [3.4906, 3.1793, 2.8984], [-0.4906, -0.3677, -0.8632], [1.0677, 2.0401, 2.7578], [-4.3928, 4.9413, -2.8421], [-1.3193, -0.1488, 1.5849], [-2.5371, 2.1708, -1.5276], [-2.1768, 2.8212, -2.3144], [3.3050, -0.9981, -5.0603], [-3.5486, 3.7321, 1.5279], [0.4519, 1.1341, 0.8137], [1.9400, -3.2787, -1.0208], [-0.9759, -0.0552, -1.7841], [0.9555, -1.0402, -6.9455], [-6.8728, -1.4413, 0.0091], [6.4065, -1.3543, -0.2061], [2.3175, 2.8697, -0.5710], [-3.0856, 6.0265, -3.3397], [-2.8854, -1.2520, -5.3174], [3.0951, 2.1728, -0.8543], [1.5383, -1.7102, 5.1623], [-3.0771, 4.4271, -1.1894], [-3.9666, -0.4780, 4.6136], [-5.0243, -0.7726, 0.3821], [3.5400, 3.5225, -2.5607], [0.4594, -2.3514, 5.9177], [0.8732, -3.4787, 6.5308], [-0.2494, 4.0362, -2.1355], [2.9617, 1.0446, -7.8880], [-5.9377, -1.9420, 0.2670], [-2.9309, 0.7389, 6.8867], [-4.8658, -0.7819, 5.5766], [-0.7854, -3.6630, -6.4873], [2.7748, -2.4156, 5.8215], [3.3525, 4.4602, 4.6449], [6.0156, 2.6929, 5.7450], [-1.2349, -2.7704, -5.8738], [4.3560, -1.2230, 1.4761], [4.1434, 3.8492, 5.6663], [-1.2611, -0.0222, -4.3881], [2.3278, 4.0891, 4.6574], [-1.8044, -1.2347, -3.3795], [-4.3395, -2.1424, -3.9236], [-1.0234, -0.6068, 7.6649], [-6.4241, 3.3771, 1.7216], [-4.3644, -0.6320, -0.7588], [5.2428, -2.2401, -0.2376], [-1.2223, 4.9563, -1.9671], [-4.2997, -0.7795, 6.7999], [-3.7024, 0.2692, -1.0326], [-5.0392, -1.2284, -5.2849], [5.2084, -0.4947, -1.8527], [5.2458, 3.2608, 5.1124]], "forces_ev_per_a": [[0.0, -0.2, 0.2], [0.1, 0.0, 0.2], [-2.9, -3.6, 1.9], [3.8, 2.9, -1.1], [0.2, -1.0, -0.3], [0.0, 0.9, 1.6], [0.6, 0.2, 0.3], [0.4, -0.5, -4.8], [-0.4, -0.4, 0.3], [0.3, 0.0, 0.2], [-2.0, 2.3, 0.8], [1.7, 1.2, -0.3], [0.2, -0.1, 0.4], [2.4, -0.2, 3.3], [-0.1, -1.2, -0.4], [0.2, 0.3, -0.3], [0.4, 0.1, -0.5], [-0.5, -0.9, 0.1], [-0.3, -0.1, 0.5], [-0.3, -0.1, 0.8], [-0.1, 0.0, -0.1], [-0.1, 0.8, 1.2], [-0.6, -3.5, -5.4], [1.0, 0.3, 1.4], [0.3, 0.2, 0.2], [0.1, 0.1, -0.1], [0.3, -0.2, 0.1], [0.3, 0.0, 0.1], [-1.6, -0.3, 0.5], [0.5, -1.0, -0.5], [-0.2, 0.0, -0.3], [-0.8, -0.1, 1.1], [-1.0, 0.8, -1.2], [0.9, -0.8, 1.2], [-0.2, 0.2, -0.2], [-0.5, 1.2, -2.1], [0.3, -0.1, 0.3], [0.0, -0.5, -0.7], [-0.9, 0.0, 0.2], [-0.5, 0.7, 1.6], [0.2, 0.0, -0.3], [-1.0, -0.2, 0.6], [1.0, -0.1, 0.5], [-0.3, 0.1, 0.0], [0.0, 1.0, 0.5], [-0.3, -0.7, -0.8], [-0.3, 0.6, 0.4], [0.1, 0.1, 0.0], [-1.7, 0.1, 0.7], [-0.1, 0.4, 0.0], [-0.2, -0.1, 0.0], [-0.2, 0.1, 0.4], [0.4, 0.3, 0.3], [0.1, -0.1, 0.1], [2.9, 1.0, 0.4], [-1.3, -0.8, -1.5], [0.2, 0.2, -0.2], [-0.4, 0.0, -1.1], [-0.1, -0.1, 0.0], [-0.3, -0.2, 0.3], [0.1, -0.1, 0.2], [-2.4, -0.6, -0.7], [0.9, 0.4, 0.7], [-0.4, 0.6, 3.9], [-1.3, -0.2, -1.8], [0.3, -0.1, -0.2], [0.2, -0.1, -0.1], [0.0, 0.0, -0.3], [-0.4, 0.1, -0.5], [-0.3, -0.3, -0.6], [-0.7, -0.2, -0.6], [0.2, 0.1, 0.5], [0.4, -0.1, -0.4], [0.5, -0.2, -0.1], [0.1, -0.1, 0.1], [-3.3, -2.2, 1.1], [-1.1, -0.7, -0.1], [0.2, 0.4, -0.2], [0.1, 0.3, -0.3], [-0.5, 0.3, 0.5], [-0.1, -1.8, 0.7], [0.6, -0.8, -0.4], [0.3, -0.4, 0.3], [0.4, -0.6, 0.0], [-0.4, -0.1, 0.6], [0.2, -0.4, 0.3], [0.2, 0.4, 1.2], [0.1, 0.2, 0.0], [-0.3, -0.5, 0.0], [0.0, -0.3, -0.7], [-0.3, -0.1, -0.3], [1.5, 0.4, -0.1], [0.1, -0.2, -0.1], [-2.8, 0.6, -3.8], [0.1, 0.4, 0.0], [0.3, 0.1, -0.6], [0.2, 0.0, -0.1], [0.8, 0.4, 1.2], [-0.1, 0.1, -0.3], [-0.6, 1.5, -0.1], [0.0, 0.0, 0.0], [-0.4, 1.4, -0.5], [-0.3, -1.3, -0.4], [0.1, 0.2, 0.2], [-0.9, -0.2, 0.1], [0.5, 3.3, 6.6], [-0.1, 0.0, 0.1], [-0.4, 0.4, 0.6], [-0.2, -0.8, 0.1], [0.1, -1.3, 0.3], [-0.4, -0.3, -0.2], [0.0, 0.1, 0.0], [0.1, 0.3, -1.3], [1.5, 0.6, -0.4], [0.3, -0.9, 1.7], [0.5, 0.3, 0.2], [1.2, -0.5, -0.4], [-1.0, -1.0, 0.9], [-0.1, 0.0, 0.1], [-0.1, 0.6, -1.0], [3.5, 3.5, -1.6], [-2.0, -0.5, -1.1], [0.0, -0.1, 0.0], [1.6, 0.7, -0.8], [0.2, -0.3, 0.4], [1.9, 1.0, 1.1], [1.9, -1.4, -0.2], [0.0, 0.8, 0.4], [0.3, -0.4, -1.1], [2.9, -2.3, 2.0], [-2.2, 1.4, -0.5], [0.4, 0.2, -0.3], [-0.5, 0.1, -0.5], [0.0, -0.1, -0.8], [0.1, -0.1, 0.3], [-0.1, -0.8, -0.5], [0.2, -0.2, 0.0], [0.2, -0.1, -0.2], [-0.2, 0.0, 0.2], [-1.5, -3.5, 1.3], [1.0, 1.5, -0.6], [-0.2, -0.3, 0.2], [0.9, -0.3, -0.3], [2.4, 3.7, -1.2], [0.0, -0.1, 0.0], [-0.9, -0.9, -0.2], [-2.3, 2.6, -1.8]], "multiplicity": 1, "smiles": "C[C@H]1COC(=O)O1.C[C@H]1COC(=O)O1.C[C@H]1COC(=O)O1.C[C@H]1COC(=O)O1.C[C@H]1COC(=O)O1.C[C@H]1COC(=O)O1.C[C@H]1COC(=O)O1.C[C@H]1COC(=O)O1.C[C@H]1COC(=O)O1.O=C1OCCO1.O=C1OCCO1.O=C1OCCO1", "relative_energy_kj_mol": 135.8, "lumo_energy_ev": -0.466, "total_energy_ha": -4463.053448}